This record from the OMol25 dataset describes the ion C25H46N with charge +1. The level of theory is wB97M-V/def2-TZVPD.

## Properties
SMILES string: CCCCCCCCCCCCCCCC[N+](C)(C)Cc1ccccc1
E_LUMO: -2.3 eV
ΔE to the lowest compared entry with this formula, charge and spin: 15.9 kJ/mol
total charge: +1
HOMO: -0.442 Ha

Atoms and positions in Å:
C  9.903  -2.259  0.074
C  9.608  -0.764  0.054
C  8.194  -0.421  0.524
C  7.104  -0.912  -0.427
C  5.718  -0.446  0.013
C  4.628  -0.938  -0.937
C  3.213  -0.582  -0.478
C  2.923  0.917  -0.527
C  1.474  1.230  -0.161
C  1.190  2.731  -0.207
C  -0.213  3.100  0.278
C  -1.311  2.642  -0.681
C  -2.714  3.068  -0.243
C  -3.159  2.529  1.121
H  -2.574  3.016  1.900
H  -4.203  2.807  1.280
C  -3.007  1.013  1.306
C  -3.879  0.265  0.302
H  -4.919  0.560  0.451
H  -3.580  0.555  -0.706
N  -3.825  -1.226  0.360
C  -2.457  -1.705  0.097
H  -2.095  -1.311  -0.851
H  -2.443  -2.793  0.049
H  -1.784  -1.389  0.890
C  -4.263  -1.715  1.678
H  -3.572  -1.387  2.451
H  -5.258  -1.337  1.904
H  -4.289  -2.803  1.680
C  -4.726  -1.786  -0.710
C  -6.174  -1.392  -0.581
C  -7.056  -2.176  0.156
C  -8.390  -1.823  0.260
C  -8.859  -0.686  -0.377
C  -7.993  0.090  -1.129
C  -6.659  -0.262  -1.234
H  -5.999  0.337  -1.845
H  -8.357  0.965  -1.643
H  -9.900  -0.413  -0.298
H  -9.064  -2.442  0.830
H  -6.708  -3.079  0.636
H  -4.338  -1.446  -1.673
H  -4.640  -2.874  -0.669
H  -3.306  0.776  2.327
H  -1.956  0.756  1.184
H  -2.744  4.157  -0.188
H  -3.432  2.772  -1.012
H  -1.267  1.558  -0.802
H  -1.117  3.080  -1.662
H  -0.367  2.663  1.267
H  -0.276  4.184  0.383
H  1.330  3.094  -1.227
H  1.919  3.240  0.426
H  1.271  0.855  0.847
H  0.815  0.702  -0.855
H  3.128  1.291  -1.532
H  3.583  1.441  0.165
H  3.064  -0.947  0.541
H  2.497  -1.100  -1.124
H  4.799  -0.520  -1.931
H  4.702  -2.025  -1.021
H  5.515  -0.821  1.020
H  5.708  0.644  0.055
H  7.116  -2.002  -0.470
H  7.307  -0.535  -1.432
H  8.030  -0.851  1.515
H  8.112  0.665  0.619
H  9.754  -0.379  -0.957
H  10.322  -0.256  0.707
H  9.722  -2.669  1.066
H  9.280  -2.791  -0.639
H  10.943  -2.440  -0.185

=====

This record from the OMol25 dataset describes a structure of composition C25H46N3O5PRe at a distorted geometry. The level of theory is wB97M-V/def2-TZVPD.

## Properties
⟨S²⟩: 0.7606
E_LUMO (alpha / beta): -6.0 / -6.4 eV
multiplicity: 2
ΔE to the lowest compared entry with this formula, charge and spin: 0.0 kJ/mol
total charge: +2
HOMO (alpha / beta): -0.499 / -0.504 Ha

Atoms and positions in Å:
Re  0.255  -0.011  0.319
C  -4.303  0.865  2.882
N  -3.693  0.383  1.637
C  -4.476  -0.587  0.875
C  -2.466  0.704  1.318
O  -1.881  0.297  0.270
C  -1.680  1.598  2.264
O  -0.440  1.918  1.640
C  -0.365  3.214  1.050
C  -0.004  3.044  -0.414
O  0.235  1.887  -0.810
N  0.082  4.105  -1.190
C  0.442  3.977  -2.603
C  -0.261  5.447  -0.716
H  -5.353  0.589  2.870
H  -3.832  0.399  3.749
H  -4.247  1.948  2.960
H  -5.352  -0.098  0.451
H  -3.868  -1.007  0.086
H  -4.795  -1.381  1.548
H  -2.228  2.506  2.511
H  -1.474  1.049  3.183
H  -1.318  3.736  1.148
H  0.396  3.799  1.571
H  0.703  2.947  -2.819
H  -0.398  4.288  -3.223
H  1.297  4.619  -2.809
H  0.081  5.607  0.304
H  0.247  6.170  -1.349
H  -1.335  5.624  -0.781
C  2.550  -1.268  2.139
N  1.819  0.027  1.958
C  1.357  0.418  3.317
C  2.812  1.035  1.515
C  3.173  0.686  0.114
C  4.441  0.929  -0.388
C  4.726  0.635  -1.711
C  3.722  0.110  -2.508
C  2.464  -0.143  -1.981
C  2.135  0.105  -0.641
H  3.459  -1.070  2.711
H  2.810  -1.698  1.178
H  1.932  -1.961  2.697
H  2.222  0.384  3.983
H  0.604  -0.279  3.673
H  0.970  1.432  3.307
H  3.671  1.047  2.191
H  2.331  2.017  1.580
H  5.206  1.350  0.253
H  5.713  0.815  -2.113
H  3.920  -0.110  -3.549
H  1.739  -0.531  -2.673
C  -0.352  -3.821  2.361
O  0.111  -2.827  1.420
C  -0.321  -1.572  1.576
O  -1.121  -1.293  2.463
H  -0.252  -4.776  1.855
H  -1.384  -3.636  2.644
H  0.279  -3.804  3.248
C  -2.190  -3.409  -0.456
C  -1.968  -2.275  -1.445
P  -0.331  -1.465  -1.539
C  0.767  -2.832  -2.110
C  1.802  -3.415  -1.156
C  -0.679  -0.364  -2.978
C  -0.598  -1.022  -4.356
H  -3.173  -3.849  -0.625
H  -2.156  -3.058  0.574
H  -1.452  -4.203  -0.570
H  -2.689  -1.473  -1.300
H  -2.122  -2.633  -2.468
H  1.257  -2.484  -3.018
H  0.072  -3.614  -2.429
H  2.514  -2.657  -0.831
H  2.359  -4.190  -1.680
H  1.341  -3.857  -0.279
H  -0.025  0.503  -2.920
H  -1.692  0.004  -2.792
H  0.433  -1.217  -4.650
H  -1.029  -0.359  -5.105
H  -1.145  -1.964  -4.405

=====

| no. | calculated total energy (a.u.) |
| --- | --- |
| 1 | -1034.7280 |
| 2 | -1939.8032 |